This record from the Open Molecules 2025 dataset describes 5 unconnected molecules or ions with the total composition C18H42Cl6N2 in a non-equilibrium geometry. The level of theory is the ωB97M-V functional and the def2-TZVPD basis.

SMILES: CCN(CC)CC.CCN(CC)CC.ClCCCl.ClCCCl.ClCCCl
ΔE to the lowest compared entry with this formula, charge and spin: 95.5 kJ/mol
calculated total energy: -97451.894 eV
orbital gap: 0.31808 Eh
highest occupied orbital energy: -8.09 eV

Element x y z (Å)
C 3.82 1.81 1.00
C 4.36 2.90 0.07
N 3.47 3.96 -0.24
C 3.01 4.86 0.71
C 3.98 5.17 1.71
C 3.79 4.66 -1.53
C 2.54 5.36 -2.03
H 2.87 1.30 0.85
H 3.69 2.40 1.90
H 4.49 1.07 0.96
H 4.36 1.95 -0.84
H 5.34 3.01 0.39
H 2.36 4.20 1.28
H 2.36 5.82 0.49
H 4.90 4.69 2.08
H 3.44 5.20 2.78
H 4.32 6.09 1.56
H 4.35 3.95 -2.15
H 4.62 5.29 -1.34
H 2.57 6.42 -1.64
H 1.63 4.98 -1.82
H 2.48 5.57 -3.08
C -1.79 -6.25 2.34
C -2.92 -5.42 1.97
N -2.57 -4.71 0.72
C -3.59 -4.47 -0.19
C -4.89 -3.98 0.30
C -2.04 -3.42 0.92
C -1.20 -2.81 -0.29
H -0.85 -5.83 2.77
H -1.32 -6.86 1.48
H -1.80 -6.70 3.18
H -3.47 -4.86 2.89
H -3.74 -6.20 1.73
H -3.98 -5.40 -0.50
H -3.48 -4.14 -1.17
H -5.16 -4.03 1.38
H -5.93 -4.24 -0.12
H -4.83 -2.84 0.00
H -1.27 -3.64 1.66
H -2.55 -2.72 1.34
H -1.81 -2.59 -1.02
H -0.48 -3.59 -0.77
H -0.78 -1.94 -0.01
Cl -0.20 2.32 3.32
C -1.83 1.45 3.28
C -1.77 0.21 4.27
Cl -0.93 -1.08 3.34
H -1.91 1.10 2.18
H -2.39 2.19 3.59
H -2.75 -0.23 4.56
H -1.18 0.32 5.18
Cl 0.41 -2.97 -4.03
C -0.70 -2.13 -5.14
C -0.76 -0.62 -4.83
Cl -1.79 0.21 -6.09
H -1.60 -2.49 -5.23
H -0.18 -2.11 -6.17
H 0.28 -0.39 -5.02
H -1.02 -0.43 -3.88
Cl -1.89 0.66 -0.49
C -0.12 0.58 -1.06
C 0.45 2.04 -1.21
Cl -0.49 2.91 -2.50
H 0.00 -0.16 -1.90
H 0.34 0.04 -0.19
H 1.51 1.97 -1.35
H 0.24 2.66 -0.38

Which charges does natural (NBO) predict for the atoms? In e, they are: -0.614, -0.167, -0.488, -0.243, -0.645, -0.218, -0.625, 0.199, 0.192, 0.204, 0.175, 0.172, 0.186, 0.236, 0.229, 0.199, 0.199, 0.204, 0.168, 0.198, 0.219, 0.222, -0.635, -0.231, -0.433, -0.265, -0.648, -0.206, -0.591, 0.209, 0.219, 0.213, 0.187, 0.203, 0.189, 0.216, 0.215, 0.224, 0.189, 0.183, 0.167, 0.186, 0.204, 0.199, -0.122, -0.331, -0.392, -0.074, 0.256, 0.198, 0.228, 0.233, -0.052, -0.359, -0.341, -0.071, 0.199, 0.213, 0.212, 0.202, -0.106, -0.365, -0.372, -0.077, 0.230, 0.231, 0.233, 0.231